A structure of composition C41H34N9OPRu at a distorted geometry, computed with ωB97M-V with the def2-TZVPD basis set.

```
87
Properties=species:S:1:pos:R:3:lowdin_spin:R:1
Ru 0.52 0.35 1.49 -0.010
C 1.23 4.43 0.23 0.003
C 1.31 3.25 0.95 0.000
N 0.52 2.21 0.66 0.002
C -0.42 2.34 -0.36 0.000
C -0.39 3.53 -1.12 0.002
N 0.40 4.51 -0.82 0.000
C -1.34 1.25 -0.50 0.005
C -2.44 1.17 -1.36 -0.012
C -3.31 0.06 -1.29 -0.001
C -3.01 -0.96 -0.38 -0.012
C -1.86 -0.87 0.42 0.005
N -1.08 0.25 0.37 -0.010
C -1.35 -1.87 1.30 0.000
C -1.89 -3.17 1.47 0.002
N -1.33 -4.02 2.26 0.000
C -0.23 -3.72 2.95 0.003
C 0.35 -2.48 2.79 0.000
N -0.18 -1.56 1.98 0.002
C -4.51 -0.02 -2.13 0.003
C -5.30 -1.18 -2.17 0.257
C -6.43 -1.21 -2.98 0.230
N -6.74 -0.16 -3.69 0.022
C -6.05 0.94 -3.71 0.232
C -4.91 1.06 -2.93 0.247
H 1.82 5.30 0.47 0.000
H 2.00 3.15 1.77 0.000
H -1.05 3.67 -1.97 0.000
H -2.61 1.98 -2.05 -0.001
H -3.64 -1.82 -0.28 -0.001
H -2.77 -3.49 0.93 0.000
H 0.17 -4.47 3.62 0.000
H 1.25 -2.22 3.34 0.000
H -5.07 -2.07 -1.61 0.010
H -7.07 -2.08 -3.04 0.006
H -6.39 1.75 -4.36 0.006
H -4.38 2.00 -2.95 0.009
O 1.76 0.41 3.99 0.000
N 2.18 0.27 2.66 0.000
C 3.38 -0.23 2.60 0.000
C 4.11 -0.65 1.45 0.000
C 5.47 -0.97 1.65 0.000
C 6.29 -1.33 0.60 0.000
C 5.78 -1.38 -0.69 0.000
C 4.44 -1.09 -0.91 0.000
C 3.59 -0.75 0.14 0.000
P 1.84 -0.48 -0.29 0.000
C 1.20 -2.08 -0.87 0.000
C 1.85 -3.28 -0.63 0.000
C 1.33 -4.46 -1.16 0.000
C 0.17 -4.44 -1.91 0.000
C -0.49 -3.24 -2.13 0.000
C 0.01 -2.06 -1.60 0.000
C 1.97 0.54 -1.79 0.000
C 2.49 1.83 -1.66 0.000
C 2.58 2.66 -2.76 0.000
C 2.16 2.20 -4.01 0.000
C 1.69 0.91 -4.15 0.000
C 1.62 0.07 -3.05 0.000
H 1.37 1.29 4.12 0.000
H 3.88 -0.35 3.56 0.000
H 5.88 -0.90 2.65 0.000
H 7.33 -1.56 0.78 0.000
H 6.41 -1.64 -1.52 0.000
H 4.04 -1.15 -1.92 0.000
H 2.78 -3.31 -0.07 0.000
H 1.86 -5.39 -1.00 0.000
H -0.22 -5.35 -2.32 0.000
H -1.39 -3.21 -2.74 0.000
H -0.50 -1.13 -1.79 0.000
H 2.84 2.17 -0.69 0.000
H 2.98 3.65 -2.65 0.000
H 2.25 2.84 -4.87 0.000
H 1.39 0.54 -5.12 0.000
H 1.32 -0.96 -3.19 0.000
C -1.83 3.63 2.45 0.000
C -1.66 2.39 3.25 0.000
N -0.90 1.31 3.04 0.000
C -1.12 0.48 4.11 0.000
C -2.00 1.06 4.98 0.000
N -2.32 2.26 4.42 0.000
H -1.45 3.53 1.45 0.000
H -1.32 4.47 2.93 0.000
H -2.89 3.89 2.39 0.000
H -0.63 -0.47 4.22 0.000
H -2.40 0.73 5.91 0.000
H -2.96 2.93 4.82 0.000
```

Properties
- <S²> = 0.77
- total charge = +3
- HOMO-LUMO gap (alpha / beta) (eV) = 6.28 / 2.45
- HOMO (alpha / beta) (eV) = -15.56 / -15.56
- multiplicity = 2
- energy relative to the best compared isomer or geometry (same formula, charge and spin) (kcal per mole) = 0.0
- E (eV) = -70373.1824